8
Properties=species:S:1:pos:R:3:forces:R:3:nbo_charge:R:1 method="wB97M-V/def2-TZVPD" total_charge=0 gap_ev=8.9 total_energy_ev=-6693.25948 de_lowest_ev=3.232
C -1.299563 0.063418 0.111545 -0.372 -0.051 0.085 -0.2570
C 0.788682 -0.316070 -0.684577 0.023 0.209 0.287 0.2322
O 0.002386 0.597263 -0.194937 0.455 -0.449 0.148 -0.4453
C 2.139787 -0.002450 -0.241959 0.992 -0.212 0.449 0.1002
N 3.117341 -0.142618 0.372559 -0.757 0.317 -0.789 -0.2434
H -1.924328 0.905358 0.397913 -0.034 -0.067 -0.135 0.2029
H -1.696027 -0.511964 -0.726378 0.067 0.180 0.031 0.2102
H -1.128279 -0.592936 0.965834 -0.374 0.073 -0.075 0.2001

---

48
Properties=species:S:1:pos:R:3:forces:R:3:nbo_charge:R:1 method="wB97M-V/def2-TZVPD" total_charge=0 smiles="CO[C@@]1(C(=O)NC[C@H](CO)NC(=O)Cc2cc(Cl)n(C)n2)CCSC1" gap_ev=9.0 total_energy_ev=-53437.02831 de_lowest_ev=0.463
C 1.999023 -0.732606 -0.351334 0.004 -0.020 0.002 -0.2689
O 0.921028 -0.975696 0.538927 -0.007 -0.008 -0.007 -0.5599
C 1.010751 -0.315828 1.800737 -0.004 0.019 0.008 0.1649
C 0.899863 1.198329 1.544751 -0.019 0.000 0.013 0.6652
O 1.852398 1.946231 1.693553 0.007 0.007 -0.003 -0.6304
N -0.301345 1.603972 1.077855 -0.001 -0.005 0.017 -0.6162
C -0.466434 2.897264 0.445813 0.145 -0.142 0.040 -0.2410
C 0.032190 2.882344 -0.996956 -0.293 0.323 -0.099 -0.0693
C -0.053530 4.277017 -1.606312 -0.001 0.002 -0.003 -0.0575
O 0.820900 5.123192 -0.882902 0.002 -0.003 0.004 -0.7194
N -0.677551 1.956620 -1.892307 0.335 -0.364 0.114 -0.6115
C -1.710169 1.121237 -1.602375 -0.173 0.180 -0.068 0.7061
O -2.455623 1.245761 -0.644974 -0.007 0.002 -0.003 -0.6539
C -1.908759 -0.035728 -2.573929 -0.010 0.007 0.001 -0.5168
C -1.681266 -1.314799 -1.829723 0.014 -0.001 -0.017 0.1495
C -2.492395 -1.898642 -0.840281 -0.004 0.008 -0.003 -0.3446
C -1.770338 -2.995059 -0.445736 0.005 -0.005 0.007 0.1193
Cl -2.144293 -4.191952 0.718093 -0.002 0.001 -0.007 0.0399
N -0.631235 -3.038199 -1.163640 -0.009 -0.004 -0.003 -0.1747
C 0.505957 -3.914704 -0.984703 0.002 0.000 -0.002 -0.4154
N -0.564687 -2.002295 -2.016510 0.009 0.003 0.011 -0.2775
C -0.110296 -0.913608 2.644410 0.002 -0.003 -0.020 -0.4211
C 0.297795 -2.353461 2.942237 0.000 0.007 0.005 -0.5121
S 2.116438 -2.354093 3.125556 -0.003 -0.001 -0.003 0.1652
C 2.294965 -0.639631 2.552246 0.012 -0.009 0.011 -0.5472
H 1.656259 -1.042191 -1.336109 0.000 0.009 -0.006 0.2124
H 2.276126 0.326210 -0.373989 -0.001 -0.003 -0.013 0.1798
H 2.880078 -1.319587 -0.074771 -0.005 0.005 -0.010 0.1754
H -1.003905 0.913461 0.861837 -0.001 0.000 0.000 0.4237
H -1.512313 3.186498 0.496417 0.001 -0.004 -0.002 0.2275
H 0.139577 3.625184 0.980425 0.001 -0.002 0.003 0.2490
H 1.083567 2.581319 -0.974080 -0.001 0.001 -0.001 0.2113
H 0.230534 4.226433 -2.663849 -0.002 -0.001 0.001 0.1606
H -1.092654 4.623836 -1.551015 0.001 -0.001 -0.001 0.1656
H 0.749698 6.018281 -1.224308 -0.001 0.006 -0.002 0.4753
H -0.123576 1.662608 -2.680445 -0.001 -0.006 0.001 0.3947
H -2.934711 0.020170 -2.938748 -0.001 -0.003 0.007 0.2446
H -1.229853 0.006732 -3.425125 0.000 0.003 -0.001 0.2236
H -3.445376 -1.566203 -0.470330 -0.001 -0.003 0.002 0.2486
H 0.164972 -4.933516 -0.816829 0.002 -0.001 0.000 0.2186
H 1.095550 -3.871333 -1.895659 -0.001 -0.001 -0.001 0.2299
H 1.109864 -3.582770 -0.138097 -0.006 -0.003 0.005 0.2226
H -0.207584 -0.337749 3.566444 0.006 0.004 0.001 0.2205
H -1.064059 -0.883287 2.113374 0.002 0.002 0.003 0.2282
H -0.163158 -2.726520 3.854641 0.005 0.002 0.002 0.2248
H 0.024382 -3.010810 2.120861 0.005 0.000 -0.003 0.2149
H 3.178805 -0.539246 1.927934 -0.003 0.004 0.015 0.2401
H 2.404394 0.046814 3.388924 -0.002 -0.003 0.004 0.2355

---

9
Properties=species:S:1:pos:R:3:forces:R:3:nbo_charge:R:1 method="wB97M-V/def2-TZVPD" total_charge=-1 smiles=CON([O-])C#N gap_ev=7.3 total_energy_ev=-9194.02556 de_lowest_ev=3.678
C -1.178714 0.325663 0.172847 -0.476 -1.151 -0.787 -0.3182
O -0.324637 0.408057 -1.043782 -0.093 -0.750 2.413 -0.4506
N 0.880443 -0.490651 -0.713857 -3.419 -2.434 -2.624 0.0078
O 0.465222 -1.752557 -0.353807 0.907 1.279 -0.084 -0.7094
C 1.764947 0.129254 -0.028793 -0.767 -0.075 0.680 0.4101
N 2.598614 0.604872 0.586518 2.276 1.405 1.331 -0.5007
H -0.738103 0.997482 0.952135 -0.702 -0.350 -0.554 0.1666
H -1.197174 -0.780131 0.568959 0.351 2.009 -0.896 0.2275
H -2.270594 0.558013 -0.140220 1.923 0.067 0.521 0.1670

---

21
Properties=species:S:1:pos:R:3:forces:R:3:nbo_charge:R:1 method="wB97M-V/def2-TZVPD" total_charge=0 smiles=CCCO.O.O.O gap_ev=11.0 total_energy_ev=-11528.22937 de_lowest_ev=0.379
C 2.797275 -0.933495 -0.127061 0.353 0.092 0.204 -0.6109
C 1.921360 0.279563 0.203721 -0.848 -1.032 -0.839 -0.4307
C 0.605541 0.188730 -0.569945 0.379 -0.022 -0.115 -0.0658
O -0.245069 1.300921 -0.287404 0.352 0.017 -0.121 -0.7631
H 3.837256 -0.722134 0.127729 0.020 -0.077 -0.128 0.2129
H 2.509339 -1.796319 0.469922 -0.135 -0.058 0.061 0.2051
H 2.748010 -1.255758 -1.169220 0.028 0.260 -0.063 0.2034
H 2.372564 1.223706 -0.097882 0.212 0.033 0.513 0.2076
H 1.645175 0.184568 1.254989 0.316 0.722 0.133 0.2116
H 0.105779 -0.765060 -0.374037 -0.144 0.038 0.237 0.1684
H 0.791753 0.206199 -1.647414 0.055 0.135 0.034 0.1746
H -0.275020 1.373414 0.677947 -0.177 -0.179 -0.063 0.5016
O -2.573837 -0.860273 0.434549 -0.739 -0.028 -0.378 -0.9872
H -3.507850 -0.919335 0.681497 0.249 -0.125 0.007 0.4660
H -2.618363 -0.632549 -0.520506 0.216 0.131 0.356 0.5068
O -2.199704 0.495005 -2.011512 0.167 0.269 0.039 -0.9821
H -1.447550 0.844441 -1.484161 -0.264 -0.085 0.060 0.5012
H -2.704900 1.297333 -2.181775 -0.156 -0.158 -0.121 0.4718
O -0.958620 0.395947 2.291919 0.416 0.447 0.582 -0.9691
H -1.772917 0.639912 1.840944 -0.145 -0.529 -0.107 0.4917
H -1.030231 -0.544809 2.487701 -0.157 0.148 -0.290 0.4863

---

9
Properties=species:S:1:pos:R:3:forces:R:3:nbo_charge:R:1 method="wB97M-V/def2-TZVPD" total_charge=0 gap_ev=9.3 total_energy_ev=-29228.41235 de_lowest_ev=2.682
C -1.487256 0.322647 0.520733 0.514 2.375 -3.601 -0.5280
C 2.623824 -0.217052 -0.536197 1.636 -0.311 0.019 0.2177
O 1.845468 -1.146314 -0.196688 -1.136 -1.491 0.893 -0.6645
Cl -1.184549 -0.952348 -0.781242 -0.940 0.743 1.090 -0.0755
Cl 1.877123 1.216013 -1.116089 -1.067 0.964 -0.298 -0.0898
H -2.339347 0.311534 1.108070 -2.093 -1.085 0.533 0.2176
H -1.491038 1.362306 0.006783 0.229 -1.941 0.654 0.2281
H -0.682564 0.264375 1.153043 2.075 -0.084 1.371 0.2033
H 0.838342 -1.161159 -0.158409 0.780 0.829 -0.662 0.4911

---

84
Properties=species:S:1:pos:R:3:forces:R:3:mulliken_charge:R:1 method="wB97M-V/def2-TZVPD" total_charge=+2 gap_ev="5.7 / 5.7" total_energy_ev=-128925.30679
Mo -0.163818 -2.864716 -0.095254 0.423 -0.036 -0.015 1.0542
C 0.974094 3.918112 3.407058 -0.011 0.009 0.006 -1.5627
C 2.101190 2.879279 3.301704 -0.018 -0.074 -0.018 1.8965
C 2.741510 2.668827 4.682180 0.029 -0.003 0.004 -1.6362
C 3.165995 3.401203 2.339373 0.041 0.033 -0.030 -1.9825
C 1.501582 1.560253 2.815141 -0.017 0.038 0.020 -0.2621
C 1.835814 0.990685 1.582234 0.012 0.047 0.105 -0.5975
C 1.210584 -0.179873 1.223932 0.049 0.026 -0.144 0.2697
Se 1.578628 -1.000339 -0.483537 -0.111 -0.408 0.093 0.3429
C 0.394291 -0.010396 -1.633366 0.093 0.006 0.061 0.1653
C 0.795503 1.192055 -2.159106 -0.093 0.090 -0.120 -0.5661
C -0.115312 1.892849 -2.958391 0.065 0.048 -0.022 -0.2255
C -1.352058 1.305673 -3.196869 -0.052 0.018 -0.042 -0.1466
C -1.784012 0.066870 -2.699834 -0.097 0.203 -0.207 -0.8894
C -0.856960 -0.560297 -1.892337 0.137 -0.735 0.393 1.0238
O -1.062794 -1.781779 -1.228250 -0.417 0.631 -0.578 -0.7615
C -3.179371 -0.428401 -3.095438 0.079 0.001 0.017 1.9119
C -3.534234 -1.798377 -2.517308 -0.070 -0.033 -0.020 -1.9398
C -4.216363 0.590036 -2.597454 -0.020 0.011 0.028 -1.6258
C -3.239799 -0.523815 -4.629216 0.010 -0.008 -0.014 -1.6153
C 0.215506 3.254505 -3.570054 -0.020 -0.069 0.020 1.8528
C 0.176110 3.137713 -5.100504 0.000 -0.017 -0.036 -1.5826
C 1.600576 3.742600 -3.148590 0.041 0.019 0.022 -2.0792
C -0.831260 4.276532 -3.104791 -0.018 0.031 0.029 -1.5560
C 0.292976 -0.817446 2.049987 -0.089 -0.763 -0.368 1.1185
O -0.227387 -1.999003 1.493443 -0.098 0.556 0.647 -0.8604
C -0.062928 -0.313924 3.285843 0.013 0.163 0.208 -0.9127
C 0.572348 0.893352 3.605662 -0.019 0.025 0.041 -0.2591
C -1.063746 -0.896738 4.290671 0.065 -0.001 -0.054 1.9957
C -2.225001 0.099514 4.435781 -0.008 0.008 0.003 -1.5665
C -0.360588 -1.076623 5.645741 0.027 -0.013 0.004 -1.6169
C -1.639756 -2.251450 3.877690 -0.056 -0.031 0.053 -1.9757
H 1.386326 4.877494 3.722797 -0.006 -0.016 0.004 0.4723
H 0.219293 3.625095 4.139073 0.015 -0.004 -0.017 0.3308
H 0.477635 4.062235 2.444972 0.016 0.001 0.008 0.3415
H 3.205113 3.597479 5.016977 -0.014 -0.003 -0.012 0.4801
H 3.514964 1.898944 4.648168 -0.009 0.016 -0.011 0.3668
H 2.007902 2.382989 5.437093 0.007 -0.005 -0.016 0.3270
H 3.592579 4.320099 2.740985 -0.004 -0.007 -0.016 0.4340
H 2.748531 3.641890 1.357814 0.001 -0.007 0.019 0.2903
H 3.986540 2.691029 2.209665 -0.011 0.013 0.021 0.4090
H 2.563420 1.457001 0.931280 -0.022 -0.015 -0.006 0.5807
H 1.783426 1.584736 -1.962285 0.004 0.000 0.018 0.5932
H -2.045984 1.842853 -3.830096 0.018 -0.007 0.018 0.4550
H -3.562447 -1.790523 -1.427141 0.005 0.011 0.018 0.2644
H -2.854280 -2.581205 -2.857546 0.016 0.010 -0.008 0.2941
H -4.533329 -2.065982 -2.862551 0.013 -0.009 0.008 0.5721
H -4.164928 0.709737 -1.513255 -0.008 -0.017 -0.011 0.3697
H -5.218152 0.242251 -2.852996 0.014 0.006 -0.005 0.4704
H -4.083548 1.572048 -3.052607 0.012 -0.027 0.006 0.3292
H -2.461395 -1.184561 -5.016014 -0.018 -0.008 0.010 0.3663
H -3.127716 0.449147 -5.108533 0.010 -0.020 0.020 0.3349
H -4.207208 -0.927342 -4.930442 0.002 0.016 0.012 0.4709
H 0.904477 2.408887 -5.461460 -0.007 0.009 0.012 0.3583
H 0.413563 4.103116 -5.549312 -0.005 -0.009 0.011 0.4683
H -0.810343 2.840981 -5.460631 0.014 0.003 0.009 0.3218
H 2.395830 3.084036 -3.506277 -0.018 -0.001 0.002 0.3777
H 1.686391 3.843641 -2.063170 -0.015 0.006 -0.016 0.3753
H 1.781688 4.727229 -3.578780 -0.004 -0.010 -0.006 0.4378
H -1.835066 4.020369 -3.446864 0.016 -0.001 0.006 0.3377
H -0.587735 5.259027 -3.510959 -0.011 -0.012 0.001 0.4727
H -0.852373 4.355866 -2.015693 0.011 0.000 -0.016 0.3494
H 0.317310 1.336619 4.558529 0.004 0.020 -0.017 0.4680
H -1.891314 1.066470 4.813862 0.001 -0.021 -0.003 0.3256
H -2.957808 -0.296893 5.139911 0.010 0.008 -0.006 0.4639
H -2.725936 0.264341 3.479595 0.000 -0.011 0.009 0.3538
H 0.035746 -0.141770 6.041748 -0.022 -0.011 -0.017 0.3147
H 0.463952 -1.788441 5.571281 -0.014 0.005 -0.005 0.3766
H -1.075861 -1.461273 6.373492 0.005 -0.003 -0.010 0.4749
H -2.248625 -2.181373 2.975760 -0.002 0.007 -0.025 0.2569
H -2.291605 -2.603100 4.678135 0.001 -0.004 -0.019 0.5475
H -0.864951 -3.006268 3.736123 0.018 0.004 0.008 0.3403
S 0.387160 -4.112835 -1.979414 -0.032 0.189 -0.110 -0.1564
C 1.485389 -5.361055 -1.566031 0.024 -0.039 -0.110 0.8091
C 2.013868 -6.211855 -2.542311 0.039 -0.044 0.028 -0.7092
C 2.871120 -7.218452 -2.149339 -0.025 0.018 -0.036 -0.5591
C 3.221959 -7.384265 -0.802180 -0.011 0.006 0.037 -0.5696
C 2.723187 -6.542009 0.168310 0.027 -0.042 -0.061 -0.6646
C 1.842609 -5.524128 -0.214924 0.100 -0.069 0.075 0.8344
S 1.199230 -4.438919 0.938689 -0.002 0.269 0.104 -0.1500
H 1.747919 -6.081538 -3.582685 -0.002 0.014 0.011 0.4841
H 3.282474 -7.886577 -2.893960 -0.002 -0.003 0.013 0.4089
H 3.898324 -8.179579 -0.519550 -0.004 0.001 -0.016 0.4085
H 3.001362 -6.662544 1.206604 -0.007 0.022 -0.002 0.4790

---

17
Properties=species:S:1:pos:R:3:forces:R:3:nbo_charge:R:1 method="wB97M-V/def2-TZVPD" total_charge=+1 gap_ev=8.2 total_energy_ev=-18651.73942 de_lowest_ev=0.000
C -0.563504 -0.034938 1.821354 -0.138 -0.525 -2.833 -0.0023
C -1.590688 0.570507 1.004610 1.819 -0.124 -2.261 -0.2589
C 0.449182 -0.750217 1.192850 1.063 0.201 3.883 -0.3322
C -1.426983 0.579649 -0.378879 -4.063 2.124 1.392 -0.1216
C 0.659949 -0.725422 -0.196846 0.337 -0.164 -1.705 0.3834
C -0.464816 -0.195722 -1.091856 -0.053 -3.415 0.123 -0.4959
N 1.788161 -1.131967 -0.778741 -0.129 -1.163 3.400 -0.6775
F 1.167663 1.598207 -0.101443 0.328 0.563 0.069 -0.5566
I -0.003292 0.512383 -3.058136 0.042 -0.223 0.383 0.2477
H -0.568916 0.121641 2.875359 0.000 -0.222 0.600 0.2453
H -2.380269 1.123917 1.426899 -0.810 0.468 0.488 0.2486
H 1.235208 -1.092600 2.006194 -1.185 0.327 -2.464 0.2644
H -2.266904 1.123538 -1.025803 1.981 -1.273 1.493 0.2658
H -1.157843 -1.202677 -1.235848 1.684 1.910 0.025 0.3562
H 1.895029 -1.130248 -1.746008 0.115 0.209 -1.860 0.4213
H 0.733101 2.323418 -0.475863 0.084 0.310 -0.037 0.5790
H 2.494922 -1.689468 -0.237842 -1.074 0.996 -0.696 0.4334

---

The records above give, respectively, strongest force on any atom values of 0.022, 0.010, 0.096, 0.031, 0.084, 0.019, 0.093 hartree/bohr.